# 1
A molecular structure, C38H37NNiP2Si, computed with ωB97M-V with the def2-TZVPD basis set.

Calculated values
⟨S²⟩	2.0207
HOMO-LUMO gap (alpha / beta)	0.204 / 0.235	Eh
total charge	0
multiplicity	3

Each line ends with the Mulliken spin population.
Geometry (Å):
P  -2.347  -0.615  0.350  0.0628
C  4.963  1.778  -1.304  0.0001
C  -3.980  3.122  0.016  0.0008
C  1.197  -1.279  2.532  -0.0242
C  -3.472  0.805  0.564  0.0052
H  5.761  1.897  -3.323  0.0007
H  -5.188  -3.733  -3.469  0.0010
C  -0.702  2.147  2.535  0.0385
C  1.728  -3.742  0.035  0.0102
H  5.425  2.700  -0.936  -0.0001
H  -1.236  1.249  2.830  -0.0052
H  -1.353  3.017  2.609  0.0019
C  3.803  -0.607  -2.132  0.0111
H  -3.026  -0.950  2.677  0.0006
H  4.009  1.426  0.577  -0.0014
C  -2.382  -1.508  1.968  0.0019
H  -2.782  -2.500  1.825  0.0008
H  1.556  -2.279  4.493  -0.0001
C  4.089  -3.308  -0.072  -0.0027
H  2.303  4.935  -2.309  -0.0003
C  -3.271  -1.624  -0.840  0.0155
H  -1.064  -2.741  4.428  0.0006
H  -5.938  3.832  0.593  0.0002
C  1.265  3.666  -0.906  0.0034
H  3.347  -1.511  -2.493  0.0006
C  1.561  6.063  -0.619  0.0022
H  3.465  -6.637  -0.175  0.0001
C  3.589  -0.160  -0.827  0.0021
H  4.754  -0.252  -4.002  0.0000
H  4.921  -2.616  -0.089  0.0011
H  -0.109  4.694  2.013  0.0012
H  -4.123  0.069  -1.866  0.0013
C  1.967  -5.109  -0.051  0.0057
C  0.400  4.742  1.042  0.0015
H  -0.897  1.095  -2.281  -0.0053
C  1.735  4.899  -1.374  -0.0017
C  3.268  -5.580  -0.130  0.0017
Ni  0.013  -0.265  -0.077  1.4573
H  1.139  -5.808  -0.047  0.0001
H  3.373  -1.286  2.345  0.0015
C  -4.731  0.698  1.156  -0.0081
C  5.167  1.332  -2.618  0.0069
Si  0.113  1.852  0.930  0.0729
C  -5.245  2.996  0.591  -0.0004
H  -0.309  -0.516  -2.725  -0.0158
C  2.500  -0.776  1.942  0.0404
H  -5.031  -0.222  1.622  0.0004
C  4.585  0.118  -3.010  -0.0020
H  0.721  -3.369  0.107  0.0039
H  2.614  0.297  2.112  -0.0039
C  0.885  -1.931  3.722  0.0048
C  -0.959  -1.609  2.509  -0.0024
C  -0.506  -2.182  3.692  0.0107
C  -3.114  2.020  -0.005  0.0257
H  0.728  6.852  1.200  -0.0002
N  0.071  -1.070  1.819  -0.0067
C  4.168  1.044  -0.446  0.0136
H  1.958  6.999  -0.968  0.0002
H  0.829  0.815  -2.458  -0.0257
C  -4.035  -1.018  -1.829  0.0110
C  -4.713  -1.746  -2.794  -0.0056
C  -3.817  -3.777  -1.805  -0.0046
C  -0.097  0.363  -2.082  0.1921
H  -2.493  -3.491  -0.134  0.0028
C  -4.610  -3.142  -2.755  0.0108
C  -5.615  1.779  1.170  0.0003
C  4.323  -4.675  -0.141  0.0000
H  -6.591  1.659  1.649  -0.0002
H  0.110  2.243  3.257  -0.0078
P  2.318  -1.047  0.133  0.1155
H  5.346  -5.022  -0.221  -0.0001
C  2.772  -2.826  0.025  -0.0242
H  -5.306  -1.232  -3.544  -0.0004
C  -3.131  -3.008  -0.855  -0.0001
H  1.428  2.760  -1.500  0.0002
H  -3.712  -4.842  -1.786  -0.0003
C  0.588  3.537  0.318  0.0105
H  -2.160  2.085  -0.535  -0.0039
H  -3.673  4.064  -0.438  0.0000
C  0.868  5.962  0.584  -0.0007

***

# 2
A molecular structure, C38H38FIN9NiS, computed with ωB97M-V with the def2-TZVPD basis set.

Calculated values
HOMO-LUMO gap (alpha / beta)	0.170 / 0.164	Eh
total charge	+1

Each line ends with the Löwdin charge.
Geometry (Å):
H  -2.411  -2.692  -2.510  0.1102
H  -1.670  -1.778  -5.296  0.1141
C  2.644  -0.700  -1.955  -0.4637
H  1.046  3.001  5.501  0.1167
H  -0.393  2.568  -1.590  0.0825
C  -0.970  0.761  2.474  -0.4000
C  -0.356  -4.298  0.350  -0.0320
H  4.134  -2.230  2.087  0.1322
C  -3.322  1.809  -0.509  -0.7524
N  -0.906  1.181  3.734  0.2045
N  1.363  -0.543  -2.058  0.0222
H  0.244  -4.738  1.133  0.1212
H  3.254  -0.240  -1.203  0.0587
C  -0.949  -5.088  -0.607  -0.0852
H  -4.942  3.096  0.080  0.0964
H  2.197  -2.746  -0.208  0.0546
C  2.100  -2.452  2.615  -0.1499
H  -3.399  -1.994  3.937  0.0789
C  2.786  3.358  1.204  0.0270
C  -1.887  4.022  -1.030  -0.0449
C  0.885  -1.191  -3.177  -0.2835
C  0.906  1.910  1.929  -0.2806
N  0.284  -2.053  1.054  0.0603
C  1.827  2.402  0.895  -0.2006
C  3.576  3.862  0.187  -0.0149
S  3.418  -1.702  -3.122  1.1332
H  3.889  -0.195  0.788  0.0816
H  -2.744  -0.187  2.731  0.0938
N  0.296  2.364  5.300  0.1962
C  -3.926  3.031  -0.281  -0.1254
H  3.591  -2.811  4.084  0.1098
C  -1.683  -3.021  3.107  -0.3708
H  -2.031  -0.301  1.138  0.0145
C  1.650  -3.270  4.839  -0.0681
C  -2.227  -4.451  3.166  -0.0461
C  -2.367  -2.204  4.214  -0.0763
C  0.717  -2.490  2.291  -0.1872
N  -2.018  0.051  2.081  0.2020
H  -1.940  -4.932  4.097  0.0790
H  2.988  -0.021  2.294  0.0940
F  -1.302  -1.007  -0.859  -0.0892
H  2.879  3.678  2.228  0.1183
C  2.397  2.425  -1.316  -0.1169
C  -0.682  -1.831  -4.862  -0.0607
C  -1.829  -3.154  -1.730  -0.0385
H  3.939  3.775  -1.934  0.1174
H  -0.832  -6.160  -0.555  0.1074
C  3.366  3.396  -1.103  -0.0166
C  -1.201  -2.378  -0.794  -0.2289
C  -3.177  4.166  -0.541  -0.0499
C  0.288  -2.606  -5.499  -0.0583
H  -2.386  -2.772  5.140  0.0790
H  2.009  -3.555  5.816  0.1030
H  -2.159  -5.166  -2.381  0.0987
C  0.130  1.955  4.042  -0.4207
N  -0.031  1.042  1.543  0.1417
H  2.100  -0.380  0.791  0.0122
H  -1.146  -0.499  -3.236  0.1125
H  3.148  -3.969  0.627  0.0938
Ni  0.410  0.057  -0.201  0.6208
C  2.533  -2.833  3.870  -0.0431
C  1.871  -1.921  -3.878  -0.4405
N  1.033  2.392  3.143  0.1941
C  3.034  -0.563  1.350  -0.0699
C  -1.693  -4.533  -1.643  -0.0911
H  2.354  -3.217  -5.517  0.1158
H  4.333  4.605  0.392  0.1215
C  0.307  -3.344  4.528  -0.0434
I  -4.498  0.061  -0.272  0.9348
H  -3.609  5.143  -0.377  0.1159
C  -0.439  -2.885  0.281  -0.2773
C  -0.183  -2.978  3.283  -0.1314
H  -1.287  4.883  -1.282  0.1076
H  2.216  2.043  -2.312  0.1178
N  1.649  1.923  -0.342  0.0813
H  -0.343  2.080  6.020  0.1200
C  1.582  -2.647  -5.022  -0.0735
H  3.966  -2.701  -0.282  0.0622
H  -1.951  -2.605  2.134  0.1071
H  -1.843  -1.271  4.408  0.0573
C  -1.386  2.741  -1.200  -0.1500
H  0.035  -3.159  -6.391  0.1132
C  3.160  -2.059  1.619  -0.3472
N  -2.084  1.648  -0.923  0.0142
C  3.111  -2.916  0.355  -0.0539
H  -0.376  -3.699  5.283  0.1091
H  -1.866  -5.055  2.337  0.0647
H  -3.313  -4.419  3.122  0.0840
C  -0.403  -1.125  -3.710  -0.0263

***

Across the entries above, max |F| takes the values 1.3 2.1 eV/Å, respectively.
Across the entries above, DFT total energy takes the values -108993.62511 -116126.38142 eV, respectively.